[1]
# C6H13NOS2

A 2-piece molecular cluster, C6H13NOS2 overall (wB97M-V/def2-TZVPD, OMol25).

Cartesian coordinates (Å):
C (-1.57620, 0.13625, -0.13238)
C (0.91197, -0.15218, 1.59522)
C (1.14224, -2.32630, 0.22408)
C (2.49563, -0.25775, -0.40769)
C (-2.11000, 2.51124, -1.74777)
C (1.14315, -0.75525, 0.22422)
N (-2.80877, 1.72804, -0.75133)
O (-2.04333, -1.74369, 1.51337)
S (-2.60812, -0.48330, 0.95315)
S (-0.20559, -0.19616, -1.03066)
H (1.75777, 0.46424, 2.11339)
H (0.15524, 0.57829, 1.59638)
H (0.61719, -0.97042, 2.40439)
H (0.02055, -2.64861, 0.28306)
H (1.59954, -2.60459, 1.15799)
H (1.69175, -2.95749, -0.58145)
H (3.28258, -0.11159, 0.36785)
H (2.91106, -0.92745, -1.10943)
H (2.29000, 0.65066, -0.87576)
H (-2.75905, 3.33102, -2.07827)
H (-1.14655, 2.81533, -1.35590)
H (-1.85406, 1.81626, -2.52961)
H (-2.90699, 2.10346, 0.16715)

Forces on atoms 1 to 3 (eV/Å):
-3.19 2.75 -0.79
1.06 -1.06 3.22
-1.93 -0.68 -0.28

Properties
total energy = -1162.599123 a.u.
charge = 0
gap between HOMO and LUMO (alpha / beta) = 8.112 / 8.113 eV
LUMO level (alpha / beta) = -0.407 / -0.407 eV
energy relative to the best compared isomer or geometry (same formula, charge and spin) = 595.4 kJ/mol
molar mass = 179.310 g/mol
spin multiplicity = 1

Now the Löwdin charges, all in e: -0.8069, -0.1151, -0.1145, -0.1014, -0.2167, -0.7151, -0.0717, -0.5896, 0.8814, 0.9456, 0.1139, 0.0203, 0.1285, 0.0880, 0.0578, 0.1069, 0.0968, 0.0550, 0.0334, 0.0872, 0.0575, 0.0503, 0.0086

=====

[2]
# C6H13NOSi

One molecule with the formula C6H13NOSi (wB97M-V/def2-TZVPD, OMol25).

Cartesian coordinates (Å):
C (3.88294, 1.05695, -0.39612)
C (2.78719, 0.41038, -0.18746)
C (1.81664, -0.50754, -0.28654)
N (1.94950, -1.75360, 0.33583)
O (0.65629, -0.24147, -0.82256)
Si (-0.85074, 0.02946, -0.25133)
C (-0.52814, 1.03074, 1.34004)
C (-2.02892, -1.38741, 0.21097)
C (-1.70730, 0.92120, -1.68149)
H (4.35297, 1.80028, 0.25109)
H (4.36830, 0.84023, -1.43610)
H (1.69798, -2.42960, -0.34101)
H (2.89057, -1.85043, 0.60448)
H (-1.50473, 1.20503, 1.99043)
H (0.05491, 0.27551, 2.01796)
H (-0.02543, 2.01163, 1.20526)
H (-3.05454, -1.42678, -0.26728)
H (-1.54735, -2.37849, -0.03311)
H (-2.12299, -1.47111, 1.26170)
H (-1.35626, 2.03759, -1.84504)
H (-1.26895, 0.38825, -2.49860)
H (-2.73879, 0.73799, -1.76966)

Forces on atoms 1 to 3 (eV/Å):
1.49 0.07 -2.37
-1.56 -1.30 0.21
2.63 1.72 1.34

Properties
total energy = -655.870138 a.u.
charge = 0
gap between HOMO and LUMO = 8.805 eV
LUMO level = 0.824 eV
energy relative to the best compared isomer or geometry (same formula, charge and spin) = 285.7 kJ/mol
molar mass = 143.262 g/mol
SMILES = C=C=C(N)O[Si](C)(C)C
spin multiplicity = 1

Now the Löwdin charges, all in e: -0.0292, -0.0515, -0.5014, 0.1344, -0.0936, 0.4385, -0.1833, -0.1681, -0.1609, 0.0458, 0.0907, 0.0812, 0.0763, 0.0635, 0.0590, 0.0264, 0.0508, 0.0386, -0.0024, 0.0835, 0.0052, -0.0033

=====

[3]
# C6H13NP

An isolated ion of composition C6H13NP and charge +1 (wB97M-V/def2-TZVPD, OMol25).

Cartesian coordinates (Å):
C (-2.50628, 1.38374, 0.67057)
C (-1.78185, 0.27994, 0.95295)
P (-0.15390, -0.04449, 0.42545)
C (1.14417, 0.50796, 1.46963)
C (0.24141, 0.65981, -1.39427)
C (1.69897, 0.25220, -1.71078)
N (0.22546, -1.67174, 0.26901)
C (-0.35195, -2.76592, 0.06122)
H (-3.47865, 1.69195, 0.98129)
H (-1.96638, 2.14524, 0.05035)
H (-2.35817, -0.43106, 1.57400)
H (1.87418, -0.31151, 1.38753)
H (0.97504, 0.72226, 2.51012)
H (1.52956, 1.49259, 1.12378)
H (-0.30234, 0.13295, -2.13150)
H (0.27231, 1.83736, -1.34629)
H (2.24123, 0.81656, -0.94757)
H (1.95733, -0.81325, -1.47619)
H (1.99919, 0.58712, -2.66642)
H (0.21810, -3.64784, 0.05929)
H (-1.47742, -2.82386, 0.13783)

Forces on atoms 1 to 3 (eV/Å):
3.13 0.65 -1.43
-3.19 0.57 0.97
0.36 -0.55 -3.11

Properties
total energy = -632.206718 a.u.
charge = +1
gap between HOMO and LUMO = 10.338 eV
LUMO level = -3.881 eV
energy relative to the best compared isomer or geometry (same formula, charge and spin) = 28.6 kJ/mol
molar mass = 130.151 g/mol
SMILES = C=C[P@](C)(CC)=[N+]=C
spin multiplicity = 1

Now the Löwdin charges, all in e: 0.0325, -0.2764, 0.8867, -0.1722, -0.2316, -0.1547, -0.1460, 0.0032, 0.0720, 0.0767, 0.0955, 0.0754, 0.0660, 0.0841, 0.0643, 0.1355, 0.0520, 0.0866, 0.0685, 0.0742, 0.1077